This record from the Open Molecules 2025 dataset describes a molecular structure, C3H2CoO2 in a non-equilibrium geometry. The level of theory is ωB97M-V with the def2-TZVPD basis set.

```
! RIJCOSX wB97M-V def2-TZVPD def2/J DEFGRID3
* xyz 1 5
O 0.893 -1.120 0.132
C -0.341 -1.325 -0.104
C -1.279 -0.313 -0.332
O -1.190 0.890 0.421
C -0.288 1.382 -0.354
Co 1.624 0.594 0.044
H -0.660 -2.348 -0.356
H -2.267 -0.489 -0.747
*
```

Energy above the lowest of the compared OMol25 structures with the same formula, charge and spin (kcal/mol): 15.08
HOMO level (spin up / spin down) (eV): -13.0 / -14.3
HOMO-LUMO gap (spin up / spin down) (eV): 7.0 / 7.4
F_max (eV/Å): 2.1